[1]
Here is C30H46CaN9O4 as an isolated structure from OMol25. Energies are from ωB97M-V/def2-TZVPD.

Summary:
- Energy relative to the best compared isomer or geometry (same formula, charge and spin): 28.8 kJ/mol

The geometry in ORCA input format:
```
! wB97M-V def2-TZVPD RIJCOSX def2/J DEFGRID3
* xyz 1 1
Ca -0.561 -0.247 0.834
C -0.908 -1.006 4.367
C -1.972 -1.754 3.587
O -2.502 -0.990 2.519
C -3.571 -0.105 2.819
C -3.077 1.276 3.218
O -2.004 1.608 2.351
C -1.326 2.792 2.727
C -0.065 2.875 1.890
O 0.614 1.627 1.833
C 1.527 1.284 2.865
C 0.840 0.555 4.005
O 0.006 -0.441 3.434
H -0.388 -1.687 5.050
H -1.344 -0.201 4.967
H -2.768 -2.086 4.261
H -1.546 -2.645 3.124
H -4.213 -0.523 3.599
H -4.167 -0.045 1.908
H -2.719 1.304 4.254
H -3.890 2.005 3.130
H -1.100 2.759 3.800
H -1.950 3.678 2.552
H 0.608 3.654 2.260
H -0.306 3.101 0.849
H 2.050 2.180 3.213
H 2.263 0.635 2.385
H 0.230 1.230 4.615
H 1.592 0.103 4.663
C 1.016 -4.322 -0.492
N 1.490 -3.128 0.190
C 1.060 -3.010 1.560
C 1.967 -2.041 -0.491
N 1.565 -0.840 -0.140
C 2.425 0.254 -0.394
C 3.726 0.143 0.040
C 4.681 1.152 -0.158
C 4.307 2.294 -0.792
C 2.966 2.480 -1.219
C 2.657 3.711 -1.848
C 1.387 3.981 -2.251
C 0.386 3.023 -2.033
C 0.637 1.793 -1.460
N -0.482 0.954 -1.234
C -1.353 0.831 -2.219
N -2.665 0.635 -1.952
C -3.213 0.935 -0.652
C -3.531 -0.171 -2.804
N -1.015 0.866 -3.539
C 0.288 0.427 -3.973
C -1.800 1.593 -4.519
C 1.974 1.475 -1.018
N 2.848 -2.333 -1.491
C 3.192 -1.423 -2.566
C 3.779 -3.447 -1.386
H -0.067 -4.402 -0.371
H 1.486 -5.218 -0.080
H 1.239 -4.263 -1.552
H 1.320 -3.926 2.097
H -0.026 -2.887 1.635
H 1.564 -2.176 2.045
H 4.019 -0.773 0.542
H 5.697 1.012 0.187
H 5.015 3.092 -0.975
H 3.453 4.430 -1.985
H 1.136 4.924 -2.718
H -0.636 3.259 -2.308
H -2.640 1.722 -0.169
H -3.235 0.040 -0.018
H -4.247 1.265 -0.763
H -2.942 -0.660 -3.574
H -4.306 0.441 -3.271
H -4.024 -0.931 -2.196
H 0.657 -0.299 -3.253
H 1.005 1.250 -4.067
H 0.187 -0.070 -4.939
H -2.658 2.060 -4.041
H -2.156 0.938 -5.317
H -1.181 2.378 -4.963
H 2.458 -0.633 -2.655
H 3.225 -1.987 -3.501
H 4.168 -0.961 -2.398
H 3.602 -4.016 -0.480
H 4.802 -3.058 -1.364
H 3.685 -4.112 -2.248
N -5.686 -2.187 -0.121
C -4.721 -2.777 -0.368
N -3.602 -3.449 -0.649
C -2.581 -2.727 -0.342
N -1.657 -2.067 -0.061
*
```

These are the Mulliken partial charges, in e, on atoms 1 to 6: atom 1 (Ca): 2.19, atom 2 (C): -0.77, atom 3 (C): -0.99, atom 4 (O): 0.11, atom 5 (C): -0.89, atom 6 (C): -0.83

[2]
Here is a 4-piece molecular cluster, C14H39NO19P3S2 overall at a distorted geometry from OMol25. Energies are from ωB97M-V/def2-TZVPD.

The geometry in ORCA input format:
```
! wB97M-V def2-TZVPD RIJCOSX def2/J DEFGRID3
* xyz -1 1
C -3.273 -5.033 6.649
O -3.320 -4.850 5.188
C -1.971 -4.396 4.817
C -1.809 -2.734 4.811
C -3.120 -1.951 4.215
S -3.734 -0.523 5.275
O -3.288 0.787 4.514
O -3.004 -0.426 6.671
N -5.474 -0.439 5.388
S -6.152 -1.749 6.319
O -5.157 -2.491 7.242
O -7.219 -1.092 7.278
C -7.077 -3.041 5.328
O -8.225 -2.416 4.638
O -9.299 -3.161 4.725
H -2.896 -4.010 7.118
H -4.406 -5.150 7.003
H -2.613 -5.955 6.938
H -1.692 -4.876 3.765
H -1.184 -4.868 5.580
H -1.421 -2.330 5.848
H -0.919 -2.528 4.043
H -2.818 -1.502 3.153
H -4.056 -2.640 4.012
H -6.398 -3.703 4.621
H -7.547 -3.811 6.110
H -9.263 -3.777 3.918
C 0.430 5.133 -0.671
O 0.112 3.855 -0.158
P -0.783 3.857 1.322
O -0.019 2.603 1.759
O -2.127 3.398 0.486
C -2.723 4.331 -0.391
O -1.678 3.858 2.803
C -2.339 2.665 3.202
H 1.504 5.171 -0.876
H -0.110 5.288 -1.608
H 0.173 5.924 0.033
H -2.396 4.117 -1.413
H -2.455 5.356 -0.126
H -3.810 4.222 -0.342
H -1.615 1.921 3.545
H -2.952 2.250 2.394
H -3.001 2.912 4.036
C 4.330 4.540 -6.569
O 4.012 3.262 -6.056
P 3.117 3.263 -4.576
O 3.881 2.009 -4.139
O 1.773 2.805 -5.412
C 1.177 3.738 -6.289
O 2.222 3.265 -3.095
C 1.561 2.071 -2.696
H 5.404 4.578 -6.774
H 3.790 4.695 -7.506
H 4.073 5.330 -5.865
H 1.504 3.524 -7.311
H 1.445 4.763 -6.024
H 0.090 3.629 -6.239
H 2.285 1.328 -2.353
H 0.948 1.657 -3.504
H 0.899 2.319 -1.862
C 5.375 -0.088 -4.833
O 6.390 -1.067 -4.931
P 6.306 -2.335 -3.757
O 7.838 -2.368 -3.718
O 5.780 -3.361 -4.934
C 4.486 -3.166 -5.465
O 6.223 -3.603 -2.583
C 6.964 -4.794 -2.811
H 5.843 0.901 -4.809
H 4.732 -0.149 -5.714
H 4.774 -0.220 -3.934
H 4.569 -2.623 -6.411
H 3.851 -2.607 -4.775
H 4.031 -4.141 -5.659
H 8.032 -4.616 -2.664
H 6.783 -5.199 -3.814
H 6.634 -5.538 -2.081
*
```

These are the Mulliken partial charges, in e, on atoms 1 to 6: atom 1 (C): -0.53, atom 2 (O): -0.33, atom 3 (C): -0.45, atom 4 (C): -0.50, atom 5 (C): -0.44, atom 6 (S): 0.96

[3]
Here is C22H39AlClO8P as an isolated structure at a distorted geometry from OMol25. Energies are from ωB97M-V/def2-TZVPD.

The geometry in ORCA input format:
```
! wB97M-V def2-TZVPD RIJCOSX def2/J DEFGRID3
* xyz 0 1
C -1.737 3.920 4.460
C -1.167 3.489 3.079
O -0.141 2.511 3.237
P -0.707 0.872 3.046
C -0.407 0.957 1.217
C 0.684 0.011 0.690
C 0.769 0.072 -0.851
C 0.876 1.504 -1.415
C 1.791 1.620 -2.640
O 3.124 1.888 -2.141
C 3.940 2.375 -3.158
C 3.843 3.876 -3.425
O 4.684 1.630 -3.748
C -1.461 -0.894 2.987
O -2.823 -0.786 2.658
O -3.107 -1.278 1.363
C 0.551 0.406 4.351
C 1.805 -0.258 3.798
C 2.898 0.545 3.516
C 4.072 0.019 3.047
C 4.213 -1.350 2.839
C 3.126 -2.141 3.108
C 1.938 -1.620 3.580
H -2.828 3.796 4.460
H -1.536 4.985 4.619
H -1.308 3.342 5.283
H -0.667 4.371 2.654
H -1.947 3.200 2.359
H -1.974 1.325 3.508
H -0.063 1.973 1.010
H -1.359 0.869 0.668
H 1.690 0.266 1.050
H 0.526 -1.050 0.931
H -0.106 -0.411 -1.311
H 1.643 -0.489 -1.207
H 1.262 2.217 -0.669
H -0.104 1.909 -1.709
H 1.526 2.477 -3.277
H 1.742 0.691 -3.223
H 3.485 4.002 -4.451
H 4.860 4.272 -3.346
H 3.196 4.380 -2.703
H -1.436 -1.288 4.046
H -0.914 -1.629 2.380
H -2.330 -1.163 0.789
H 0.867 1.330 4.844
H 0.110 -0.214 5.182
H 2.866 1.623 3.666
H 4.940 0.644 2.851
H 5.148 -1.778 2.494
H 3.238 -3.214 2.955
H 1.142 -2.349 3.773
Al 0.015 -2.083 5.691
C -2.270 -4.450 -1.389
C -1.896 -3.062 -1.938
C -2.807 -2.711 -3.171
O -0.690 -3.057 -2.419
H -2.159 -5.227 -2.145
H -1.643 -4.710 -0.533
H -3.312 -4.462 -1.053
H -2.162 -2.335 -1.137
H -2.704 -3.425 -3.983
H -2.594 -1.719 -3.572
H -3.890 -2.718 -2.815
Cl -5.606 -3.332 -3.323
C -1.838 -1.217 -6.839
C -3.135 -1.077 -6.020
O -3.463 0.071 -5.682
O -3.719 -2.168 -5.780
H -1.381 -0.243 -7.010
H -1.126 -1.850 -6.304
H -2.056 -1.677 -7.804
*
```

These are the Mulliken partial charges, in e, on atoms 1 to 6: atom 1 (C): -1.09, atom 2 (C): -0.49, atom 3 (O): -0.51, atom 4 (P): 0.71, atom 5 (C): -1.03, atom 6 (C): 0.08

[4]
Here is a 2-piece molecular cluster, C5H10IN2 overall at a distorted geometry from OMol25. Energies are from ωB97M-V/def2-TZVPD.

Summary:
- Energy relative to the best compared isomer or geometry (same formula, charge and spin): 227.8 kJ/mol

The geometry in ORCA input format:
```
! wB97M-V def2-TZVPD RIJCOSX def2/J DEFGRID3
* xyz 1 1
C 0.980 3.178 -0.103
C -1.747 0.419 0.454
C -1.477 -0.688 -0.555
C -0.237 -1.457 -0.004
C 2.191 -1.216 -0.161
N 0.901 2.048 0.196
N 1.027 -0.701 -0.057
I 3.944 -0.128 0.044
H 0.951 4.194 -0.384
H -1.996 -0.028 1.531
H -0.947 1.165 0.624
H -2.525 0.972 0.050
H -1.212 -0.540 -1.625
H -2.276 -1.348 -0.678
H -0.582 -1.667 1.133
H -0.196 -2.383 -0.366
H 2.193 -2.219 -0.254
H 1.007 0.400 0.155
*
```

These are the Mulliken partial charges, in e, on atoms 1 to 6: atom 1 (C): -0.06, atom 2 (C): -0.83, atom 3 (C): -0.53, atom 4 (C): -0.73, atom 5 (C): -0.09, atom 6 (N): -0.53

[5]
Here is C17H29N5Zr as an isolated structure from OMol25. Energies are from ωB97M-V/def2-TZVPD.

Summary:
- Energy relative to the best compared isomer or geometry (same formula, charge and spin): 0.0 kJ/mol

The geometry in ORCA input format:
```
! wB97M-V def2-TZVPD RIJCOSX def2/J DEFGRID3
* xyz 4 1
Zr -0.415 0.234 -0.212
C -0.295 1.618 -2.611
C 0.764 2.432 -1.846
N 0.738 2.093 -0.379
C -0.057 3.017 0.509
C -0.225 2.418 1.899
N -0.862 1.035 1.888
C -2.304 0.977 2.329
C -3.309 1.648 1.407
C -3.288 1.270 -0.082
N -2.672 -0.055 -0.424
C -2.989 -0.422 -1.856
C -1.969 -1.400 -2.399
N -0.569 -0.922 -2.144
C -0.036 0.149 -3.067
H -0.479 2.169 -3.539
H -1.290 1.732 -2.133
H 0.561 3.497 -1.961
H 1.768 2.241 -2.225
H 1.689 2.013 -0.011
H -1.020 3.198 0.018
H 0.443 3.987 0.574
H -0.832 3.089 2.512
H 0.746 2.330 2.391
H -0.356 0.503 2.599
H -2.381 1.423 3.323
H -2.528 -0.086 2.457
H -3.233 2.736 1.473
H -4.291 1.417 1.825
H -2.744 2.020 -0.673
H -4.308 1.298 -0.474
H -3.080 -0.775 0.179
H -3.016 0.505 -2.431
H -3.992 -0.849 -1.911
H -2.129 -1.569 -3.466
H -2.061 -2.368 -1.902
H 0.047 -1.730 -2.235
H -0.517 0.008 -4.037
H 1.031 -0.028 -3.212
N 1.153 -0.944 0.427
C 2.023 -1.674 0.789
C 3.017 -2.500 1.201
C 2.698 -3.756 1.814
C 3.718 -4.567 2.226
C 5.051 -4.166 2.045
C 5.375 -2.942 1.442
C 4.383 -2.102 1.018
H 1.666 -4.051 1.947
H 3.501 -5.518 2.692
H 5.849 -4.818 2.380
H 6.412 -2.663 1.312
H 4.617 -1.154 0.553
*
```

These are the Mulliken partial charges, in e, on atoms 1 to 6: atom 1 (Zr): 1.64, atom 2 (C): -0.28, atom 3 (C): -0.60, atom 4 (N): -0.53, atom 5 (C): -0.53, atom 6 (C): -0.69

[6]
Here is one molecule with the formula C4H6N2O at a distorted geometry from OMol25. Energies are from ωB97M-V/def2-TZVPD.

Summary:
- Energy relative to the best compared isomer or geometry (same formula, charge and spin): 239.4 kJ/mol
- SMILES: Cc1cc(O)n[nH]1

The geometry in ORCA input format:
```
! wB97M-V def2-TZVPD RIJCOSX def2/J DEFGRID3
* xyz 0 1
C -2.027 -0.296 -0.005
C -0.495 -0.017 0.066
C 0.489 -0.928 -0.121
C 1.679 -0.042 0.035
H -2.544 0.669 -0.240
H -2.548 -0.770 0.977
H -2.261 -0.969 -0.717
H 0.381 -2.087 -0.037
H 3.525 0.328 0.239
H -0.618 2.095 -0.200
N 1.384 1.159 -0.140
N 0.063 1.322 0.113
O 2.972 -0.464 0.030
*
```

These are the Mulliken partial charges, in e, on atoms 1 to 6: atom 1 (C): -1.03, atom 2 (C): 0.41, atom 3 (C): -0.33, atom 4 (C): 0.36, atom 5 (H): 0.27, atom 6 (H): 0.21

no.,HOMO energy (eV)
1,-9.94
2,-5.90
3,-6.52
4,-14.15
5,-21.08
6,-8.84